{"formula": "C5H37NO14", "method": "ωB97M-V with the def2-TZVPD basis set", "symbols": ["C", "N", "C", "C", "C", "C", "O", "H", "H", "H", "H", "H", "H", "H", "H", "H", "H", "H", "H", "H", "O", "H", "H", "O", "H", "H", "O", "H", "H", "O", "H", "H", "O", "H", "H", "O", "H", "H", "O", "H", "H", "O", "H", "H", "O", "H", "H", "O", "H", "H", "O", "H", "H", "O", "H", "H", "O"], "coordinates": [[2.848, -0.031, 0.118], [1.468, -0.394, 0.603], [0.973, -1.612, 0.265], [1.877, -2.574, -0.492], [2.946, -3.118, 0.517], [1.204, -3.845, -0.995], [-0.150, -1.922, 0.675], [2.960, -0.183, -0.945], [3.633, -0.390, 0.793], [2.851, 1.016, 0.352], [0.854, 0.409, 0.659], [2.367, -2.066, -1.311], [2.655, -2.952, 1.553], [3.007, -4.199, 0.498], [4.012, -2.832, 0.419], [1.885, -4.608, -1.401], [0.600, -3.600, -1.889], [0.449, -4.355, -0.431], [0.390, -3.736, 2.770], [-0.513, -3.512, 1.483], [-0.406, -4.014, 2.307], [-3.046, -3.365, -0.663], [-1.481, -3.171, -0.563], [-2.242, -3.196, -1.157], [-3.390, 1.270, -1.345], [-4.483, 2.118, -0.734], [-4.350, 1.421, -1.375], [-2.119, 3.132, 2.585], [-1.731, 3.349, 1.061], [-1.406, 3.182, 1.955], [1.587, 2.612, -0.566], [0.303, 2.616, -1.203], [0.815, 2.026, -0.626], [-2.783, 2.520, -3.213], [-1.391, 2.811, -3.340], [-2.129, 3.102, -2.796], [-1.104, 0.651, 0.396], [-2.303, -0.225, 0.360], [-1.904, 0.525, -0.120], [0.717, -0.134, -2.190], [0.060, -0.688, -3.585], [0.732, -0.158, -3.148], [-0.114, 5.169, -0.600], [-0.108, 4.507, 0.869], [-0.494, 5.144, 0.276], [-1.929, -2.916, 2.184], [-1.611, -1.428, 2.406], [-2.297, -2.027, 2.124], [0.736, 3.099, 2.080], [1.805, 3.700, 2.816], [1.491, 3.691, 1.900], [1.759, 2.998, -3.819], [0.930, 1.914, -3.059], [0.997, 2.856, -3.257], [2.081, -1.581, 4.024], [1.304, -0.813, 3.035], [1.668, -1.697, 3.161]], "atomic_forces_ev_per_a": [[-1.47, 0.90, 1.70], [2.18, -0.39, -1.32], [-0.90, -0.18, 0.63], [0.83, -1.62, 1.44], [0.91, -0.10, 0.80], [-1.25, 0.46, -2.80], [0.59, 0.09, -1.01], [0.41, -0.14, -0.07], [-0.23, -0.71, -0.60], [0.35, 0.76, -0.43], [-0.08, -0.36, 0.02], [0.02, 0.05, -0.26], [0.03, 0.48, -0.03], [-0.25, -0.28, -0.49], [-0.72, 0.49, -0.24], [0.21, 0.46, 0.53], [0.14, 0.15, 0.06], [0.08, -0.06, 1.26], [-0.02, 0.47, -0.35], [1.04, 0.15, 0.28], [-0.59, -1.08, 0.11], [0.20, 0.07, 0.36], [-0.44, 0.24, 0.23], [0.22, -0.11, -0.64], [-0.27, -0.03, 0.20], [-0.08, 0.21, 0.14], [0.32, -0.20, -0.35], [-0.51, 0.04, -0.12], [-0.38, 0.05, 0.27], [0.89, -0.37, -0.06], [0.15, -0.48, 0.42], [-0.62, -0.47, 0.03], [0.14, 1.06, -0.29], [-0.64, 0.35, 0.62], [0.85, 0.53, 0.13], [-0.09, -0.81, -0.69], [0.11, 0.36, -0.17], [-0.09, 0.05, -0.47], [-0.12, -0.47, 0.53], [-0.83, -0.50, 0.14], [-0.23, -0.10, 0.84], [1.01, 0.76, -0.71], [0.42, -0.37, 0.05], [0.85, -0.10, -0.10], [-1.22, 0.82, -0.16], [0.10, 0.24, 0.50], [0.43, -0.14, 0.05], [-1.47, 0.22, -0.02], [-0.24, 0.20, -0.76], [0.56, 0.61, -0.24], [-0.30, -0.98, 1.03], [0.06, -0.21, -0.11], [0.29, -0.33, -0.43], [-0.41, 0.44, 0.20], [0.15, -0.44, 0.12], [-0.19, -0.10, -0.55], [0.07, 0.39, 0.76]], "nbo_charge": [-0.428, -0.646, 0.732, -0.350, -0.624, -0.617, -0.695, 0.204, 0.217, 0.211, 0.422, 0.230, 0.238, 0.219, 0.214, 0.223, 0.215, 0.230, 0.490, 0.489, -0.983, 0.478, 0.482, -0.962, 0.493, 0.463, -0.960, 0.489, 0.509, -0.993, 0.487, 0.503, -0.983, 0.473, 0.470, -0.943, 0.463, 0.501, -0.960, 0.494, 0.502, -0.985, 0.475, 0.493, -0.972, 0.488, 0.466, -0.964, 0.487, 0.471, -0.956, 0.483, 0.501, -0.991, 0.473, 0.478, -0.945], "multiplicity": 1, "homo_lumo_gap_ev": 10.13, "energy_ha": -1320.792506, "homo_energy_ev": -10.38, "de_lowest_kj_mol": 320.4}

---

{"formula": "C5H37NO14S", "method": "ωB97M-V with the def2-TZVPD basis set", "symbols": ["C", "N", "C", "O", "C", "C", "C", "S", "H", "H", "H", "H", "H", "H", "H", "H", "H", "H", "H", "H", "H", "O", "H", "H", "O", "H", "H", "O", "H", "H", "O", "H", "H", "O", "H", "H", "O", "H", "H", "O", "H", "H", "O", "H", "H", "O", "H", "H", "O", "H", "H", "O", "H", "H", "O", "H", "H", "O"], "coordinates": [[0.086, -0.099, 0.892], [-0.909, -0.905, 1.542], [-1.034, -1.167, 2.864], [-0.217, -0.810, 3.701], [-0.019, -0.372, -0.642], [0.912, 0.532, -1.387], [0.606, 0.697, -2.901], [-1.039, 1.050, -3.379], [0.042, 0.984, 0.928], [1.081, -0.484, 1.118], [-1.844, -1.074, 1.110], [-1.937, -1.690, 3.084], [-1.078, -0.217, -0.891], [-0.002, -1.447, -0.830], [0.901, 1.512, -0.909], [1.919, 0.125, -1.373], [1.316, 1.296, -3.422], [0.953, -0.204, -3.451], [-1.294, -0.249, -3.746], [0.874, -3.928, 2.312], [-0.040, -2.892, 1.726], [0.260, -3.791, 1.569], [-0.749, -4.937, -1.960], [-0.662, -3.876, -0.797], [-1.079, -4.096, -1.635], [0.225, 3.604, 0.172], [0.216, 3.586, 1.695], [0.290, 3.008, 0.933], [-3.947, -0.096, -1.980], [-3.650, 1.219, -1.263], [-4.056, 0.354, -1.140], [4.793, 1.137, 1.023], [3.363, 0.677, 1.465], [3.923, 1.449, 1.289], [3.178, -1.345, 2.215], [4.360, -1.503, 1.346], [3.448, -1.801, 1.365], [-1.375, 3.447, -1.375], [-1.201, 4.728, -2.050], [-0.666, 3.979, -1.760], [0.345, -2.472, -3.697], [-1.086, -2.581, -3.058], [-0.389, -1.964, -3.315], [-3.428, 2.861, 1.211], [-2.042, 2.226, 1.714], [-2.500, 2.998, 1.390], [2.081, 2.686, 2.103], [2.980, 3.512, 2.834], [2.018, 3.405, 2.786], [3.274, -2.891, -3.097], [2.265, -1.742, -3.180], [2.366, -2.684, -3.332], [2.847, 0.461, 3.686], [1.409, -0.275, 3.395], [2.364, -0.225, 3.220], [-4.604, -1.211, 1.796], [-4.121, -0.483, 0.481], [-3.936, -0.639, 1.415]], "atomic_forces_ev_per_a": [[0.78, -1.01, -2.31], [-2.21, -0.57, -0.01], [1.69, 1.64, -0.03], [-0.27, -0.43, 0.00], [-1.57, -0.76, 1.23], [-0.19, 0.29, -0.59], [1.59, -1.86, -0.72], [0.08, -0.18, 0.05], [-0.27, 0.04, 1.14], [0.03, 0.33, 0.61], [1.11, 0.46, -0.06], [-0.78, -0.58, 0.44], [-0.22, 0.73, -0.30], [0.95, 0.03, -0.20], [0.21, 0.03, -0.09], [0.27, 0.17, 0.20], [0.18, 2.07, 0.18], [-1.24, -0.12, 0.64], [0.06, -0.08, 0.07], [-0.16, -0.20, -0.51], [-0.11, 0.16, -0.22], [0.30, -0.04, 0.44], [0.20, -0.08, 0.39], [0.30, -0.48, 0.14], [-0.55, 0.46, -0.41], [-0.04, -0.02, 0.12], [0.15, 0.16, 0.31], [-0.23, -0.01, -0.90], [-0.20, -0.19, -0.15], [-0.13, 0.07, 0.17], [0.27, 0.14, -0.21], [-0.13, -0.10, 0.03], [0.28, -0.08, -0.02], [-0.25, 0.19, 0.00], [-0.37, -0.66, -0.80], [0.43, -0.37, -0.42], [-0.03, 0.83, 0.98], [0.22, -0.21, 0.47], [0.45, 0.42, -0.18], [-0.71, -0.31, -0.12], [-0.28, -0.30, 0.25], [0.41, -0.54, 0.24], [-0.40, 0.66, -0.60], [-0.17, -0.63, 0.46], [-0.37, -0.49, 0.10], [0.30, 1.10, -0.71], [-0.80, 0.88, 0.69], [-0.08, 0.65, 0.62], [1.27, -1.43, -0.94], [0.09, -0.09, 0.01], [0.31, -0.01, 0.19], [-0.30, 0.10, -0.17], [-0.58, 0.15, 0.36], [-0.22, 0.30, 0.60], [0.85, -0.18, -0.59], [-0.22, -0.04, -0.19], [-0.36, -0.04, -0.01], [0.65, 0.03, 0.32]], "nbo_charge": [-0.262, -0.647, 0.536, -0.637, -0.405, -0.393, -0.632, 0.673, 0.247, 0.231, 0.428, 0.149, 0.171, 0.241, 0.250, 0.246, 0.290, 0.261, 0.206, 0.486, 0.465, -0.956, 0.491, 0.502, -0.985, 0.492, 0.509, -0.990, 0.479, 0.479, -0.939, 0.479, 0.492, -0.979, 0.498, 0.454, -0.980, 0.469, 0.488, -0.949, 0.518, 0.522, -1.012, 0.478, 0.489, -0.964, 0.484, 0.477, -0.961, 0.498, 0.456, -0.947, 0.502, 0.523, -1.020, 0.487, 0.499, -0.989], "multiplicity": 2, "charge": 1, "homo_lumo_gap_ev": [9.43, 4.23], "s2": 0.75, "energy_ha": -1718.678112, "homo_energy_ev": [-12.64, -12.63], "de_lowest_kj_mol": 0.0}

---

{"formula": "C5H38N2O12", "method": "ωB97M-V with the def2-TZVPD basis set", "symbols": ["C", "N", "C", "C", "C", "N", "C", "H", "H", "H", "H", "H", "H", "H", "H", "H", "H", "H", "H", "H", "H", "H", "H", "O", "H", "H", "O", "H", "H", "O", "H", "H", "O", "H", "H", "O", "H", "H", "O", "H", "H", "O", "H", "H", "O", "H", "H", "O", "H", "H", "O", "H", "H", "O", "H", "H", "O"], "coordinates": [[-2.409, -0.868, -2.264], [-1.897, -1.027, -0.919], [-2.324, 1.012, 0.426], [-1.326, 0.185, -0.387], [-0.074, -0.091, 0.539], [1.251, 0.161, -0.040], [2.447, -0.637, 0.274], [-2.954, 0.068, -2.496], [-1.524, -0.865, -2.906], [-3.069, -1.698, -2.460], [-2.545, -1.615, -0.366], [-2.730, 0.212, 1.058], [-3.050, 1.519, -0.222], [-2.106, 1.903, 1.000], [-0.899, 0.812, -1.197], [-0.281, -1.128, 0.880], [-0.098, 0.563, 1.402], [1.176, 0.116, -1.054], [2.423, -1.593, -0.221], [2.429, -0.862, 1.332], [3.411, -0.275, -0.091], [-1.247, 3.542, -0.234], [0.251, 3.211, -0.600], [-0.660, 3.332, -0.958], [-2.358, 1.359, 3.111], [-1.945, 1.185, 4.486], [-2.612, 0.836, 3.883], [-0.336, 1.872, -3.132], [0.200, 1.177, -4.516], [-0.172, 1.054, -3.633], [1.045, -3.984, 0.105], [1.686, -4.760, -0.892], [1.836, -4.534, 0.028], [-2.484, -2.537, 3.001], [-3.117, -1.147, 2.576], [-2.939, -2.056, 2.307], [-0.832, 4.299, 1.937], [-0.369, 2.797, 2.155], [-1.122, 3.398, 2.076], [0.787, -0.233, -3.192], [0.951, -1.735, -3.565], [1.336, -1.041, -3.011], [2.207, 1.383, 3.561], [1.778, 2.492, 2.576], [1.833, 2.282, 3.515], [0.805, -2.455, -2.090], [-0.446, -3.044, -1.672], [0.454, -3.360, -1.866], [1.871, 1.932, -2.594], [3.208, 2.429, -3.249], [2.273, 2.234, -3.404], [1.064, -3.980, 2.019], [2.335, -3.615, 2.661], [1.560, -4.164, 2.810], [2.491, 3.042, 0.188], [1.461, 1.798, 0.152], [1.579, 2.763, 0.405]], "atomic_forces_ev_per_a": [[0.40, -0.95, -0.30], [-2.33, 2.29, -0.65], [-1.93, -1.04, -0.47], [3.55, 1.99, 0.47], [-0.07, -1.40, 0.69], [-0.07, 0.49, -2.18], [-0.64, -1.17, 0.40], [0.42, -0.05, 0.73], [-0.13, 0.05, -0.38], [-0.06, -0.28, -0.37], [0.99, -0.01, 0.71], [-0.80, 0.82, 0.23], [-0.49, -1.01, -0.27], [1.63, -0.37, 0.30], [-0.72, -0.61, -0.05], [0.78, 0.28, 0.24], [-0.62, -0.08, 0.32], [-0.11, -0.10, 0.03], [-0.42, -0.73, -0.19], [0.48, 0.23, 0.33], [-0.40, 0.98, 0.39], [0.11, 0.12, 0.42], [-0.66, 0.47, 0.27], [0.40, -0.61, -1.02], [-0.46, 0.04, -0.16], [-0.15, -0.31, 0.60], [0.61, 0.31, -0.51], [0.27, 0.14, -0.86], [0.00, 0.87, 0.29], [-0.68, -0.56, 0.56], [0.24, 0.02, 0.20], [0.49, -0.41, -0.35], [-0.36, 0.19, 0.14], [-0.02, 0.31, 0.34], [0.18, -0.27, 0.83], [-0.06, 0.09, -1.23], [0.52, 0.12, 0.20], [0.28, 0.74, 0.08], [-0.71, -0.70, -0.07], [0.43, -0.44, -0.05], [0.36, 0.29, -0.42], [-0.61, 0.12, 0.05], [-0.16, 0.60, 0.00], [0.28, 0.03, -0.18], [-0.13, -0.63, -0.03], [0.57, -1.05, 0.42], [0.00, -0.98, -0.02], [-0.99, 2.08, -0.32], [0.30, 0.00, 0.42], [-0.32, -0.10, 0.17], [0.26, 0.22, -0.58], [-0.33, -0.40, -0.26], [0.34, -0.19, 0.22], [0.04, 0.53, 0.45], [-0.69, -0.29, 0.17], [0.58, -0.08, 0.26], [0.62, 0.40, -0.01]], "nbo_charge": [-0.488, -0.128, -0.644, -0.122, -0.197, -0.670, -0.426, 0.290, 0.277, 0.242, 0.448, 0.212, 0.242, 0.295, 0.250, 0.201, 0.208, 0.377, 0.211, 0.204, 0.231, 0.482, 0.500, -1.008, 0.461, 0.484, -0.941, 0.524, 0.525, -0.998, 0.445, 0.483, -0.929, 0.498, 0.493, -0.986, 0.501, 0.487, -0.973, 0.499, 0.482, -0.984, 0.472, 0.475, -0.947, 0.482, 0.444, -0.950, 0.458, 0.488, -0.945, 0.450, 0.463, -0.910, 0.498, 0.492, -1.028], "multiplicity": 2, "charge": 1, "homo_lumo_gap_ev": [10.41, 5.16], "s2": 0.75, "energy_ha": -1225.308642, "homo_energy_ev": [-13.33, -13.32], "de_lowest_kj_mol": 170.7}